11
Properties=species:S:1:pos:R:3:forces:R:3 method="wB97M-V/def2-TZVPD" lumo_ev=0.836 relative_energy_kj_mol=382.6 max_force_ev_per_a=3.47 homo_energy_ev=-9.2 gap_ev=10.1
N 0.913 0.699 0.663 -1.27 0.96 1.50
C 0.775 -0.494 -0.251 0.07 2.33 0.24
C -0.524 -0.111 -0.986 1.75 -2.37 0.78
N -1.659 0.030 -0.463 -0.06 0.44 -0.94
O -1.738 -0.058 0.875 -0.08 -0.81 2.60
H 1.241 1.609 0.237 -0.58 -1.83 0.23
H -0.085 0.895 1.106 3.19 0.03 -1.37
H 1.714 -0.605 -0.850 -1.13 0.45 -0.05
H 0.794 -1.426 0.325 -0.62 0.21 0.16
H -0.457 -0.048 -2.020 -0.28 0.37 -1.85
H -0.973 -0.492 1.366 -0.99 0.23 -1.30

---

11
Properties=species:S:1:pos:R:3:forces:R:3 method="wB97M-V/def2-TZVPD" smiles="C=CN.N=O" lumo_ev=-1.041 relative_energy_kj_mol=489.3 max_force_ev_per_a=3.96 homo_energy_ev=-8.7 gap_ev=7.6
C -1.281 0.677 1.605 3.18 -1.19 1.38
C -0.651 0.872 0.448 -3.11 0.87 -0.55
N 0.679 1.050 0.136 2.43 -2.28 0.92
H -0.745 0.273 2.532 -0.67 1.04 -1.25
H -2.302 0.823 1.668 -1.91 -0.05 0.08
H -1.383 1.067 -0.388 1.13 -0.07 0.47
H 1.245 1.013 1.027 -0.79 0.28 -1.10
H 1.000 0.163 -0.340 -0.23 1.42 0.06
N 1.292 -1.647 -2.361 0.09 0.89 2.29
O 1.066 -1.939 -1.181 0.22 -0.36 -3.93
H 1.078 -2.352 -3.145 -0.33 -0.54 1.63

---

11
Properties=species:S:1:pos:R:3:forces:R:3 method="wB97M-V/def2-TZVPD" smiles="[H]/N=C/N(C)O" lumo_ev=0.679 relative_energy_kj_mol=343.1 max_force_ev_per_a=4.87 homo_energy_ev=-9.0 gap_ev=9.7
H 2.582 -0.845 0.248 0.82 0.30 -0.25
N 1.978 -0.067 0.004 -2.57 -1.43 0.40
C 0.824 -0.695 0.021 1.45 0.84 -0.08
N -0.411 -0.139 -0.167 0.53 -2.91 -0.23
C -0.619 1.189 0.084 -1.26 2.30 0.05
O -1.464 -1.077 0.192 0.15 0.46 -4.85
H 0.714 -1.766 0.142 0.16 -0.25 0.15
H 0.264 1.657 -0.286 0.92 0.61 0.26
H -1.403 1.652 -0.535 -0.17 -0.45 0.33
H -0.792 1.378 1.142 0.03 0.36 0.13
H -1.673 -1.288 -0.846 -0.05 0.17 4.09

---

11
Properties=species:S:1:pos:R:3:forces:R:3 method="wB97M-V/def2-TZVPD" smiles="CC(=O)NN" lumo_ev=0.793 relative_energy_kj_mol=264.6 max_force_ev_per_a=4.83 homo_energy_ev=-9.6 gap_ev=10.4
C 0.204 -0.306 1.299 3.78 -0.33 2.98
C -0.933 -0.181 0.399 0.57 0.83 -0.55
O -2.061 -0.006 0.815 -0.03 -0.49 -0.92
N -0.511 -0.121 -0.906 0.17 0.32 -1.36
N 0.796 0.246 -1.282 0.65 2.88 1.87
H 0.467 0.854 1.613 -0.51 -3.09 -0.45
H -0.200 -0.925 2.218 1.13 1.55 -1.59
H 1.296 -0.821 0.866 -3.62 1.60 1.19
H -1.119 0.124 -1.646 -1.50 0.12 -0.10
H 1.076 -0.211 -2.119 0.10 -0.06 -0.62
H 0.984 1.347 -1.256 -0.75 -3.33 -0.44

---

E across the listed records, respectively: -264.44159; -264.40094; -264.45665; -264.48654 hartree.